1.
# C38H46N7P2S2Se2SiTc

A structure of composition C38H46N7P2S2Se2SiTc at a distorted geometry (ωB97M-V/def2-TZVPD, OMol25).

Results
LUMO energy (alpha / beta) (eV): -8.7 / -9.3
Frontier orbital gap (alpha / beta) (Ha): 0.21108 / 0.18810
Net charge: +3
2S+1: 4
Energy relative to the best compared isomer or geometry (same formula, charge and spin) (kJ/mol): 40.6
DFT total energy (hartree): -8510.41626

Last column: Löwdin spin population.
Geometry (Å):
Tc (0.29348, -0.09888, 0.02530)  1.893
C (-2.01338, 2.51612, 1.20205)  0.001
P (-1.95071, 0.69326, 0.95842)  -0.002
C (-2.25537, 0.22747, 2.71246)  0.003
C (-3.63230, 0.56479, 0.16026)  -0.005
C (-4.20114, -0.76769, -0.31143)  0.000
P (-3.21974, -1.55205, -1.70102)  0.001
C (-4.00655, -0.70204, -3.14010)  0.000
C (-4.03644, -3.20281, -1.79651)  0.000
H (-2.95478, 2.77086, 1.69123)  0.000
H (-1.95776, 3.06075, 0.26038)  0.000
H (-1.19757, 2.84530, 1.84386)  0.000
H (-3.20779, 0.64611, 3.03907)  0.000
H (-1.46061, 0.66077, 3.32137)  0.000
H (-2.26508, -0.84660, 2.88007)  0.000
H (-3.61264, 1.25418, -0.68896)  0.000
H (-4.31344, 0.99419, 0.90295)  -0.001
H (-5.21744, -0.60098, -0.68528)  0.000
H (-4.28336, -1.47563, 0.51550)  0.000
H (-5.07955, -0.89485, -3.15710)  0.000
H (-3.55594, -1.07500, -4.05913)  0.000
H (-3.83108, 0.37116, -3.07883)  0.000
H (-4.85881, -3.18927, -2.51039)  0.000
H (-4.41200, -3.48499, -0.81528)  0.000
H (-3.31055, -3.94555, -2.11930)  0.000
S (2.26559, -1.70937, 6.76524)  0.000
C (1.82852, -3.29760, 7.18087)  -0.001
C (1.13547, -3.93304, 6.18354)  0.000
C (0.96252, -3.12914, 5.05388)  -0.001
C (1.52228, -1.87065, 5.18808)  0.000
C (1.53044, -0.78355, 4.24559)  0.000
C (1.05897, -0.95575, 2.92605)  0.005
N (1.00666, 0.00159, 2.01530)  0.009
C (1.44758, 1.24040, 2.35689)  0.009
C (1.96896, 1.51906, 3.64444)  0.000
C (2.42862, 2.84271, 3.92467)  0.001
C (2.38897, 3.81253, 2.98168)  -0.001
C (1.88014, 3.55739, 1.67075)  0.001
C (1.84304, 4.52575, 0.66861)  -0.001
C (1.35182, 4.19460, -0.59613)  0.002
C (0.90944, 2.87005, -0.78816)  0.003
N (0.88839, 1.94642, 0.15188)  0.018
C (1.38884, 2.26243, 1.37364)  0.007
C (1.28012, 5.14072, -1.67140)  0.000
C (1.72181, 6.44713, -1.68486)  0.001
C (1.44558, 7.11270, -2.88431)  0.000
C (0.79069, 6.32570, -3.78781)  0.001
S (0.50737, 4.75106, -3.19427)  0.000
C (2.00145, 0.48862, 4.58205)  0.008
H (2.10005, -3.69877, 8.13876)  0.000
H (0.77462, -4.94230, 6.26853)  0.000
H (0.42998, -3.46341, 4.18131)  0.000
H (0.71309, -1.93000, 2.61469)  0.000
H (2.80539, 3.04846, 4.91395)  0.000
H (2.73894, 4.80776, 3.20390)  0.000
H (2.19747, 5.52159, 0.87703)  0.000
H (0.57670, 2.57690, -1.77474)  0.000
H (2.22856, 6.91795, -0.86406)  0.000
H (1.71762, 8.13283, -3.08011)  0.000
H (0.45548, 6.58611, -4.77250)  0.000
H (2.37395, 0.68401, 5.57559)  0.000
Se (0.73480, -2.75728, -4.24078)  -0.004
N (-0.01093, -1.48807, -5.13511)  0.019
C (-0.43862, -0.53935, -4.31364)  0.001
C (-1.09967, 0.64400, -4.67618)  0.022
C (-1.49564, 1.45712, -3.64268)  -0.003
C (-1.19953, 1.12379, -2.31789)  0.022
N (-0.50030, 0.06081, -1.92998)  0.000
C (-0.15467, -0.79716, -2.92086)  0.011
N (0.48826, -1.93691, -2.70144)  0.020
H (-1.28982, 0.87346, -5.71185)  0.001
H (-2.02003, 2.37622, -3.84312)  -0.001
H (-1.55697, 1.76767, -1.52704)  0.001
C (4.16015, -2.12641, -3.53026)  0.013
Si (4.85767, -1.37331, -1.92963)  0.031
C (5.38952, -2.62260, -0.59962)  0.006
C (5.76844, 0.28516, -2.03961)  0.003
Se (2.49767, -0.41167, -0.89368)  0.827
H (4.96705, -2.45669, -4.18095)  0.002
H (3.57122, -1.39331, -4.07885)  0.001
H (3.53115, -2.99113, -3.32092)  0.000
H (6.47245, -2.73125, -0.61675)  0.001
H (4.96220, -3.60815, -0.77314)  0.000
H (5.11349, -2.29754, 0.40008)  0.001
H (6.76590, 0.13924, -2.45164)  -0.001
H (5.87697, 0.74114, -1.05693)  0.001
H (5.24292, 0.99091, -2.68069)  0.001
C (1.79870, -3.53740, -0.21758)  0.013
C (0.41257, -3.32068, 0.23860)  0.017
N (-0.27614, -2.18272, 0.30601)  0.013
C (-1.51448, -2.52259, 0.79145)  0.005
C (-1.57104, -3.85998, 1.02348)  0.002
N (-0.34678, -4.34057, 0.67367)  0.009
H (2.49999, -2.95197, 0.37246)  0.004
H (1.87413, -3.22093, -1.25565)  0.008
H (2.05928, -4.58786, -0.13353)  0.001
H (-2.27662, -1.79299, 0.95271)  0.000
H (-2.35522, -4.48054, 1.40133)  0.000
H (-0.06442, -5.30668, 0.72823)  0.000

---

2.
# C38H46N9NaO4S2

A structure of composition C38H46N9NaO4S2 at a distorted geometry (ωB97M-V/def2-TZVPD, OMol25).

Results
LUMO energy (eV): 3.7
Frontier orbital gap (Ha): 0.17360
Net charge: -2
2S+1: 1
DFT total energy (hartree): -3227.97637

Last column: Mulliken charge in e.
Geometry (Å):
Na (0.87400, -1.15547, 1.03459)  0.670
C (-0.33813, 0.31387, -5.27939)  -0.947
O (-0.17690, 1.27906, -4.26219)  -0.093
C (0.51997, 2.40496, -4.54513)  1.140
C (0.78666, 2.84877, -5.83044)  -0.716
C (1.41657, 4.07149, -6.04258)  -0.734
C (1.79709, 4.84591, -4.96303)  -0.670
C (1.56810, 4.38958, -3.67267)  -0.894
C (0.94377, 3.16789, -3.43168)  0.348
N (0.67644, 2.76498, -2.12750)  0.379
C (0.93953, 1.48187, -1.57907)  -0.385
N (1.76729, 0.72862, -2.32147)  0.100
C (2.04137, -0.67103, -2.32009)  0.186
C (1.73585, -1.50276, -1.24383)  -0.286
C (2.06904, -2.85703, -1.47619)  -0.118
C (2.65544, -3.32689, -2.63983)  -1.101
C (2.97859, -2.44327, -3.66681)  -0.429
C (2.67320, -1.10710, -3.49486)  0.505
O (2.95644, -0.13049, -4.45957)  -0.277
C (3.79888, -0.50343, -5.51364)  -1.134
N (0.40465, 1.10266, -0.47786)  0.721
C (-0.41489, 1.85594, 0.32700)  -0.930
C (-1.59341, 1.26530, 0.80624)  1.150
C (-2.46914, 1.94843, 1.63085)  -1.053
C (-2.18420, 3.24729, 2.02697)  -0.835
C (-0.98431, 3.82904, 1.63914)  -0.842
C (-0.10457, 3.14375, 0.81694)  0.718
O (1.11604, 3.67635, 0.44959)  -0.493
C (1.72765, 4.57491, 1.35033)  -0.970
H (-0.69217, -0.58356, -4.77644)  0.236
H (0.61423, 0.09755, -5.77007)  0.345
H (-1.08188, 0.62805, -6.02132)  0.315
H (0.48134, 2.25385, -6.68061)  0.395
H (1.59022, 4.41331, -7.05498)  0.376
H (2.28471, 5.79980, -5.12006)  0.370
H (1.87905, 4.98195, -2.82004)  0.437
H (0.76963, 3.49396, -1.43537)  0.094
H (2.13890, 1.18414, -3.13858)  0.305
H (1.85836, -3.57970, -0.68982)  0.242
H (2.89105, -4.38032, -2.76746)  0.359
H (3.46120, -2.80709, -4.56453)  0.315
H (3.95169, 0.39303, -6.11541)  0.253
H (3.35246, -1.28191, -6.14473)  0.367
H (4.76386, -0.87258, -5.14892)  0.381
H (-1.78254, 0.23983, 0.50343)  0.031
H (-3.37690, 1.46054, 1.96696)  0.352
H (-2.87340, 3.80860, 2.64579)  0.383
H (-0.74249, 4.82586, 1.98723)  0.397
H (2.80000, 4.51216, 1.17272)  0.283
H (1.52138, 4.29857, 2.38672)  0.309
H (1.38906, 5.60423, 1.18280)  0.334
C (-2.42381, -0.37516, -2.03783)  -1.038
N (-2.29707, -1.34992, -0.97924)  1.237
C (-1.82289, -2.60231, -1.53460)  -1.107
C (-3.51932, -1.54522, -0.23073)  -1.700
C (-3.38594, -2.11151, 1.18760)  0.656
C (-4.61116, -2.28210, 1.84452)  -0.575
C (-4.68265, -2.63069, 3.18300)  -0.726
C (-3.49984, -2.76647, 3.89970)  -0.827
C (-2.29043, -2.63714, 3.23261)  -0.983
C (-2.16985, -2.35716, 1.86142)  0.991
H (-3.07179, -0.72811, -2.86634)  0.459
H (-1.42866, -0.16763, -2.43696)  -0.139
H (-2.83940, 0.56136, -1.65990)  0.251
H (-2.46750, -2.94389, -2.37118)  0.269
H (-1.81805, -3.35680, -0.75776)  0.319
H (-0.80311, -2.47595, -1.89719)  0.027
H (-4.23258, -2.17279, -0.80610)  0.734
H (-3.99461, -0.56236, -0.12139)  0.315
H (-5.54145, -2.13596, 1.29267)  0.293
H (-5.64535, -2.78931, 3.65966)  0.342
H (-3.52802, -3.00764, 4.95939)  0.418
H (-1.37424, -2.80477, 3.79895)  0.423
N (-0.90533, -6.50084, 1.79070)  -0.672
C (-0.24815, -5.32460, 2.21322)  0.115
N (0.17045, -5.43339, 3.55916)  -0.594
S (-0.31119, -3.90386, 1.39839)  -0.055
H (-1.59475, -6.80626, 2.47263)  0.216
H (-1.35373, -6.32743, 0.90282)  0.287
H (0.73209, -6.26437, 3.70503)  0.221
H (0.68578, -4.60554, 3.82891)  0.238
N (6.51080, 0.54395, 4.62509)  -0.692
C (5.64247, 0.43236, 3.85395)  0.517
N (4.75607, 0.41827, 2.91634)  -0.755
C (3.60540, -0.09757, 2.71643)  0.539
N (2.54013, -0.47938, 2.41876)  -0.839
O (1.01492, -0.98936, 5.32795)  -0.813
S (0.34465, -0.42187, 4.13129)  0.869
C (-1.36265, 0.01070, 4.74990)  -0.298
C (-1.39101, 1.46355, 5.22669)  -0.433
C (0.05764, 1.92508, 5.35327)  -0.900
C (0.75757, 1.36400, 4.13333)  -0.074
H (-1.55950, -0.70769, 5.54343)  0.525
H (-2.05575, -0.17355, 3.92889)  -0.214
H (-1.93443, 1.58312, 6.16774)  0.384
H (-1.88237, 2.07304, 4.47044)  -0.029
H (0.51931, 1.49631, 6.24606)  0.355
H (0.12969, 3.01506, 5.41623)  0.394
H (1.83779, 1.46441, 4.16044)  0.583
H (0.36312, 1.75396, 3.19152)  -0.401